This record from the Open Molecules 2025 dataset describes a molecular structure, C34H56N6O8RbSSi in a non-equilibrium geometry. The level of theory is the ωB97M-V functional and the def2-TZVPD basis.

Structure (XYZ):
```
107
Properties=species:S:1:pos:R:3:nbo_charge:R:1
Rb 1.79 0.75 -1.05 0.942
N -1.27 1.72 0.47 -0.856
C -1.89 2.95 0.91 -0.218
C -1.17 3.45 2.16 -0.214
N 0.22 3.71 1.86 -0.651
C 1.12 3.61 2.99 -0.214
C 2.56 3.49 2.48 -0.220
N 2.76 2.18 1.89 -0.881
H -1.67 1.38 -0.39 0.385
H -1.39 0.98 1.16 0.371
H -2.97 2.86 1.13 0.159
H -1.77 3.69 0.11 0.182
H -1.30 2.70 2.96 0.156
H -1.64 4.39 2.51 0.174
H 0.51 3.01 1.18 0.388
H 0.91 2.74 3.64 0.161
H 1.02 4.51 3.61 0.173
H 3.26 3.71 3.30 0.163
H 2.71 4.25 1.71 0.194
H 2.97 1.50 2.62 0.373
H 3.54 2.20 1.25 0.387
C -0.90 -2.61 3.73 -0.630
C 0.07 -1.73 2.94 0.268
C 1.45 -2.38 2.93 -0.632
C 0.16 -0.34 3.57 -0.610
O -0.40 -1.54 1.62 -0.948
Si -0.91 -2.65 0.53 2.160
S -1.00 -1.69 -1.30 -1.095
O -2.35 -3.34 0.97 -0.965
C -3.65 -2.81 0.85 0.294
C -4.54 -3.58 1.83 -0.616
C -3.66 -1.32 1.19 -0.648
C -4.13 -3.02 -0.59 -0.654
O 0.14 -3.90 0.68 -0.958
C 0.15 -5.17 0.08 0.284
C -0.52 -5.16 -1.29 -0.647
C -0.58 -6.15 1.01 -0.629
C 1.63 -5.57 -0.04 -0.614
H -0.51 -2.78 4.74 0.199
H -1.02 -3.57 3.23 0.226
H -1.88 -2.14 3.80 0.201
H 1.81 -2.50 3.94 0.198
H 2.15 -1.76 2.37 0.205
H 1.39 -3.35 2.44 0.237
H 0.53 -0.43 4.59 0.199
H -0.82 0.13 3.59 0.196
H 0.83 0.28 2.99 0.216
H -4.21 -3.42 2.85 0.204
H -4.50 -4.65 1.61 0.205
H -5.57 -3.25 1.74 0.194
H -3.21 -1.16 2.16 0.203
H -4.68 -0.94 1.19 0.197
H -3.07 -0.79 0.45 0.242
H -4.10 -4.07 -0.85 0.198
H -3.46 -2.48 -1.26 0.258
H -5.15 -2.65 -0.73 0.189
H -1.57 -4.92 -1.17 0.220
H -0.42 -6.13 -1.77 0.194
H -0.07 -4.39 -1.91 0.243
H -1.60 -5.80 1.15 0.227
H -0.08 -6.17 1.98 0.201
H -0.58 -7.15 0.58 0.193
H 2.15 -4.85 -0.68 0.219
H 1.71 -6.57 -0.47 0.193
H 2.09 -5.55 0.94 0.203
O 4.11 -0.16 -2.15 -0.737
C 4.54 0.61 -1.29 0.726
O 4.21 1.80 -1.10 -0.779
C 5.53 0.05 -0.26 -0.087
C 6.88 -0.18 -0.49 -0.159
C 7.71 -0.62 0.53 -0.219
C 7.23 -0.80 1.81 -0.220
C 5.87 -0.56 2.05 0.072
C 5.03 -0.16 1.02 -0.189
N 5.35 -0.66 3.36 0.509
O 6.06 -1.13 4.25 -0.393
O 4.20 -0.25 3.56 -0.398
H 7.28 -0.02 -1.48 0.218
H 8.76 -0.81 0.33 0.211
H 7.86 -1.12 2.62 0.237
H 3.98 0.00 1.22 0.233
C -1.68 4.75 -5.72 -0.420
N -1.60 4.58 -4.28 -0.229
N -1.32 3.29 -3.81 -0.288
C -0.41 3.37 -2.74 0.638
O 0.05 2.41 -2.15 -0.655
C -0.17 4.78 -2.56 -0.391
C -0.85 5.45 -3.52 0.237
C -0.84 6.91 -3.82 -0.653
C -2.23 2.24 -4.02 0.202
C -1.83 0.93 -3.77 -0.246
C -2.73 -0.11 -3.95 -0.165
C -4.02 0.15 -4.39 -0.234
C -4.42 1.45 -4.62 -0.210
C -3.53 2.50 -4.43 -0.283
H -2.22 3.91 -6.15 0.233
H -0.68 4.80 -6.17 0.190
H -2.22 5.67 -5.94 0.208
H 0.44 5.18 -1.78 0.244
H -0.37 7.44 -2.99 0.239
H -1.85 7.28 -3.96 0.225
H -0.27 7.11 -4.73 0.225
H -0.85 0.71 -3.41 0.259
H -2.40 -1.11 -3.72 0.250
H -4.72 -0.66 -4.54 0.210
H -5.43 1.66 -4.95 0.205
H -3.88 3.52 -4.56 0.210
```

The LUMO energy comes out at 1.5 eV. The HOMO energy is -4.4 eV. As for the orbital gap: 0.2201 hartree. As for the net charge: -1.


This record from the Open Molecules 2025 dataset describes a molecular structure, C4H11InO2 in a non-equilibrium geometry. The level of theory is the ωB97M-V functional and the def2-TZVPD basis.

Structure (XYZ):
```
18
Properties=species:S:1:pos:R:3:mulliken_spin:R:1
H 0.02 -1.01 0.03 0.016
O -1.55 0.28 2.26 0.005
C -2.62 1.04 1.73 0.000
H -3.59 0.56 1.92 0.000
H -2.59 2.02 2.22 0.000
H -2.47 1.22 0.65 -0.001
C 1.41 -1.73 -2.24 -0.003
O 1.38 -0.47 -1.61 0.061
C 1.03 -0.47 -0.21 0.003
C 0.84 0.97 0.21 0.378
In 1.53 1.53 -1.84 0.534
H 1.51 -1.55 -3.32 0.000
H 2.28 -2.31 -1.89 -0.001
H 0.49 -2.29 -2.04 -0.002
H 1.48 1.20 1.08 -0.011
H 1.79 -1.05 0.33 0.008
H -0.71 0.90 2.38 -0.003
H -0.24 1.15 0.35 0.015
```

As for the spin multiplicity: 2. The LUMO energy (spin up / spin down) comes out at -4.4 / -6.6 eV. The HOMO energy (spin up / spin down) is -13.2 / -13.4 eV. As for the orbital gap (spin up / spin down): 0.3225 / 0.2482 hartree. As for the net charge: +1.


This record from the Open Molecules 2025 dataset describes 14 unconnected molecules or ions with the total composition H28O14 in a non-equilibrium geometry. The level of theory is the ωB97M-V functional and the def2-TZVPD basis.

Structure (XYZ):
```
42
Properties=species:S:1:pos:R:3:nbo_charge:R:1
O 2.65 -3.11 2.30 -0.936
H 1.92 -3.10 2.85 0.469
H 2.31 -3.18 1.39 0.463
O 0.21 -2.13 3.50 -0.945
H -0.10 -3.07 3.57 0.474
H -0.51 -1.60 3.10 0.475
O -2.62 -2.38 -2.84 -0.981
H -3.59 -2.41 -2.95 0.501
H -2.14 -2.85 -2.24 0.480
O -2.73 1.65 -3.94 -0.933
H -2.88 1.91 -2.97 0.468
H -1.87 1.23 -3.91 0.466
O -0.79 2.65 0.15 -0.924
H -0.27 1.96 0.31 0.460
H -0.30 3.06 0.94 0.476
O -3.05 2.07 0.23 -0.959
H -3.76 1.52 0.23 0.457
H -2.23 1.62 -0.14 0.491
O 2.25 -3.06 -3.43 -0.960
H 1.99 -2.25 -3.83 0.487
H 1.57 -3.68 -3.58 0.460
O -0.15 1.32 -2.32 -0.934
H 0.64 1.86 -2.62 0.468
H -0.73 2.05 -2.53 0.466
O 1.28 -0.65 -4.41 -0.916
H 1.70 0.32 -4.29 0.464
H 0.49 -0.37 -4.19 0.465
O 0.79 -1.39 0.54 -0.955
H 1.46 -1.61 -0.19 0.491
H -0.09 -1.54 0.22 0.465
O 3.37 0.63 2.67 -0.951
H 2.46 0.72 2.24 0.480
H 3.39 0.99 3.50 0.479
O -2.87 1.89 2.97 -0.954
H -2.39 1.70 2.26 0.467
H -3.56 2.61 2.74 0.484
O 0.01 0.98 5.24 -0.939
H -0.05 1.90 5.17 0.468
H -0.58 0.54 4.70 0.471
O 2.60 1.20 -0.15 -0.985
H 2.99 0.90 -0.95 0.477
H 3.17 1.11 0.65 0.501
```

The LUMO energy comes out at -0.5 eV. The HOMO energy is -10.6 eV. As for the orbital gap: 0.3701 hartree. As for the net charge: 0.


This record from the Open Molecules 2025 dataset describes a molecular structure, C4H4Cl2IrO4Tb in a non-equilibrium geometry. The level of theory is the ωB97M-V functional and the def2-TZVPD basis.

Structure (XYZ):
```
16
Properties=species:S:1:pos:R:3:mulliken_spin:R:1
Ir -0.02 -0.55 -3.89 1.039
Tb -0.50 0.27 0.58 8.008
Cl -1.16 0.13 -1.89 -0.022
Cl 1.90 0.04 0.31 0.946
C -0.95 -1.71 2.02 0.033
C -0.45 0.95 -4.90 -0.023
C 0.73 -2.09 -4.55 0.027
O -0.93 -2.44 2.92 0.007
O -0.74 1.80 -5.64 0.002
O 1.18 -3.15 -4.77 -0.014
C 0.39 0.86 3.49 0.028
O -0.43 1.44 2.43 -0.027
H 1.22 0.34 2.98 -0.009
H -0.24 0.20 4.11 -0.002
H 0.80 1.62 4.13 0.002
H -0.80 2.30 2.67 0.008
```

As for the spin multiplicity: 11. The LUMO energy (spin up / spin down) comes out at -18.7 / -21.6 eV. The HOMO energy (spin up / spin down) is -24.9 / -26.1 eV. As for the orbital gap (spin up / spin down): 0.2268 / 0.1685 hartree. As for the net charge: +4.


This record from the Open Molecules 2025 dataset describes 5 unconnected molecules or ions with the total composition C29H34Br2F32O5Si in a non-equilibrium geometry. The level of theory is the ωB97M-V functional and the def2-TZVPD basis.

Structure (XYZ):
```
103
Properties=species:S:1:pos:R:3:mulliken_charge:R:1
C -2.56 -4.78 -3.12 -1.033
C -1.19 -4.98 -2.20 0.314
Br 0.07 -3.39 -2.21 -0.170
C -0.94 -6.25 -1.43 0.018
Br -2.23 -7.78 -1.52 -0.130
Si 0.71 -6.26 -0.35 0.529
O 0.53 -4.90 0.77 -0.057
C 1.56 -4.93 1.82 -0.738
C 1.33 -3.81 3.00 -0.101
C 0.85 -4.67 4.36 -1.207
C 0.28 -2.61 2.62 0.746
C 0.70 -1.70 1.32 -0.634
C 0.10 -1.53 3.89 -1.167
H -2.70 -3.61 -3.30 0.252
H -2.54 -5.40 -4.12 0.277
H -3.46 -5.09 -2.40 0.358
H 0.82 -7.51 0.44 -0.236
H 1.88 -6.16 -1.23 -0.146
H 2.66 -4.83 1.41 0.292
H 1.50 -6.01 2.32 0.375
H 2.36 -3.32 3.23 0.276
H 0.02 -5.45 4.03 0.267
H 0.39 -3.99 5.19 0.333
H 1.78 -5.29 4.70 0.333
H -0.80 -3.06 2.42 0.274
H 0.44 -0.54 1.44 0.050
H 0.02 -2.08 0.42 -0.067
H 1.85 -1.74 1.06 0.180
H 0.47 -0.45 3.61 0.338
H -1.03 -1.48 4.20 0.207
H 0.78 -1.88 4.80 0.304
C 2.91 -0.53 -3.86 -0.799
C 2.42 0.04 -2.52 1.045
C 0.92 0.32 -2.45 0.471
F 0.51 1.23 -3.37 -0.258
F 0.58 0.83 -1.24 -0.212
F 3.14 1.15 -2.22 -0.305
F 2.72 -0.88 -1.56 -0.228
O 3.46 0.42 -4.79 -0.408
C 2.50 1.11 -5.59 0.732
C 2.47 2.62 -5.30 0.169
F 2.19 2.87 -4.00 -0.189
F 1.50 3.23 -6.03 -0.262
F 1.29 0.52 -5.46 -0.245
F 2.88 0.90 -6.88 -0.281
H 3.75 -1.19 -3.63 0.408
H 2.17 -1.18 -4.34 0.371
H 0.34 -0.60 -2.59 -0.271
H 3.42 3.09 -5.54 0.229
C -1.24 2.92 0.14 -0.376
C -2.41 3.55 -0.64 0.914
C -2.37 5.07 -0.74 0.025
F -2.41 5.67 0.46 -0.199
F -3.45 5.53 -1.43 -0.285
F -3.58 3.11 -0.10 -0.289
F -2.37 3.03 -1.91 -0.302
O -1.49 2.61 1.51 -0.439
C -1.33 3.69 2.42 0.769
C -2.64 4.10 3.10 0.224
F -3.59 4.44 2.19 -0.237
F -2.47 5.19 3.90 -0.299
F -0.72 4.72 1.78 -0.286
F -0.44 3.26 3.36 -0.291
H -1.05 1.94 -0.33 0.121
H -0.30 3.47 0.00 0.389
H -1.47 5.40 -1.27 0.288
H -3.04 3.28 3.71 0.250
C -2.82 7.14 9.32 -0.699
C -3.90 8.22 9.42 0.866
C -5.32 7.70 9.60 0.106
F -5.72 6.92 8.57 -0.193
F -6.21 8.73 9.66 -0.283
F -3.81 9.04 8.34 -0.269
F -3.59 9.00 10.50 -0.333
O -2.41 6.77 8.00 -0.385
C -3.24 5.80 7.35 0.701
C -3.95 6.37 6.12 0.300
F -4.71 7.44 6.43 -0.220
F -4.78 5.44 5.57 -0.263
F -4.09 5.27 8.26 -0.280
F -2.40 4.79 6.98 -0.269
H -1.91 7.56 9.78 0.415
H -3.04 6.26 9.94 0.324
H -5.42 7.13 10.53 0.273
H -3.23 6.67 5.36 0.237
C 4.34 -5.79 -7.97 -0.692
C 3.17 -5.16 -8.74 0.879
C 3.21 -3.64 -8.85 0.081
F 3.17 -3.03 -7.64 -0.182
F 2.14 -3.18 -9.54 -0.281
F 2.00 -5.59 -8.21 -0.265
F 3.21 -5.67 -10.01 -0.334
O 4.09 -6.10 -6.59 -0.401
C 4.25 -5.01 -5.68 0.693
C 2.94 -4.60 -5.00 0.335
F 1.99 -4.26 -5.91 -0.239
F 3.12 -3.52 -4.20 -0.215
F 4.86 -3.98 -6.32 -0.251
F 5.14 -5.44 -4.74 -0.302
H 4.53 -6.76 -8.43 0.412
H 5.28 -5.23 -8.10 0.325
H 4.11 -3.30 -9.38 0.263
H 2.54 -5.42 -4.40 0.166
```

Its SMILES is C/C(Br)=C(\Br)[SiH2]OC[C@H](C)C(C)C.FC(F)C(F)(F)COC(F)(F)C(F)F.FC(F)C(F)(F)COC(F)(F)C(F)F.FC(F)C(F)(F)COC(F)(F)C(F)F.FC(F)C(F)(F)COC(F)(F)C(F)F. The LUMO energy comes out at -0.3 eV. The HOMO energy is -9.4 eV. As for the orbital gap: 0.3350 hartree. As for the net charge: 0.


This record from the Open Molecules 2025 dataset describes 2 unconnected molecules or ions with the total composition C2H5ClNO in a non-equilibrium geometry. The level of theory is the ωB97M-V functional and the def2-TZVPD basis.

Structure (XYZ):
```
10
Properties=species:S:1:pos:R:3:nbo_charge:R:1
C -1.09 -0.51 0.00 -0.392
C -2.29 -0.13 -0.36 -0.457
N 1.68 0.34 0.43 -0.481
O 2.58 1.32 -0.05 -0.635
Cl 2.48 -1.30 0.56 -0.232
H -0.15 0.11 -0.06 0.275
H -0.68 -1.55 0.07 0.196
H 3.23 1.66 0.65 0.393
H -3.19 -0.81 -0.57 0.159
H -2.57 0.89 -0.68 0.173
```

The LUMO energy comes out at 4.2 eV. The HOMO energy is -2.1 eV. As for the orbital gap: 0.2306 hartree. As for the net charge: -1.


E (computed, a.u.): -2971.6386 -499.2399 -1069.9788 -2302.9516 -10134.6709 -669.2583
Relative energy (zero: lowest compared OMol25 entry of this formula, charge and spin) (computed, kJ/mol): 54.0 0.0 583.2 39.6 638.5 611.2